The following is a DFT calculation (wB97M-V/def2-TZVPD) of a cluster of 15 separate species, C2H28F6NO18S2 in total in a non-equilibrium geometry.

```
57
Properties=species:S:1:pos:R:3:mulliken_charge:R:1
C -13.44 9.79 17.46 0.74
F -12.22 9.22 17.44 -0.18
F -13.65 10.60 16.37 -0.16
F -14.44 8.91 17.49 -0.14
S -13.65 10.82 19.16 0.32
O -12.28 11.31 19.47 -0.58
O -14.62 11.88 18.90 -0.19
N -14.08 9.58 20.28 -0.13
S -15.12 10.30 21.19 0.60
O -14.60 11.43 22.06 -0.47
O -16.45 10.44 20.58 -0.34
C -15.53 8.96 22.51 0.56
F -14.35 8.74 23.15 -0.20
F -16.51 9.40 23.29 -0.20
F -15.83 7.90 21.79 -0.10
O -18.56 13.29 19.45 -0.63
H -18.14 13.28 18.59 0.33
H -18.00 12.74 20.00 0.29
O -15.74 5.12 22.84 -0.55
H -16.22 4.38 22.48 0.29
H -14.93 5.16 22.33 0.28
O -18.51 6.87 21.35 -0.64
H -17.69 6.84 20.85 0.28
H -18.25 7.19 22.21 0.33
O -11.49 8.68 20.62 -0.66
H -11.16 8.99 19.77 0.29
H -12.43 8.84 20.58 0.51
O -17.29 6.77 24.47 -0.61
H -17.20 5.84 24.67 0.29
H -16.50 6.99 23.97 0.29
O -9.81 8.43 15.36 -0.60
H -10.32 9.23 15.48 0.29
H -9.63 8.40 14.42 0.31
O -16.26 14.35 21.21 -0.53
H -16.81 15.07 21.50 0.27
H -16.06 13.86 22.00 0.28
O -15.85 13.69 17.36 -0.61
H -15.07 14.02 16.92 0.26
H -15.55 13.44 18.23 0.41
O -16.79 8.56 16.04 -0.61
H -16.03 8.72 15.48 0.29
H -16.52 7.83 16.60 0.30
O -14.12 6.93 19.75 -0.62
H -14.11 7.86 20.00 0.50
H -14.89 6.85 19.18 0.31
O -12.33 14.06 18.90 -0.62
H -12.38 13.94 17.95 0.27
H -12.18 13.18 19.24 0.37
O -18.21 11.60 22.71 -0.58
H -19.04 11.47 22.24 0.33
H -17.84 10.73 22.80 0.33
O -9.19 10.95 20.06 -0.62
H -10.14 10.97 20.09 0.34
H -8.92 10.81 20.97 0.31
O -13.54 12.51 14.07 -0.61
H -14.23 11.86 14.19 0.31
H -12.73 12.01 14.11 0.29
```

As for the largest force on an atom: 6.9 eV/A. The frontier orbital gap (alpha / beta) comes out at 9.0 / 3.7 eV. The calculation puts the electronic energy at -2897.38319 a.u. As for the spin multiplicity: 2. Its HOMO energy (alpha / beta) is -10.70 / -10.70 eV.

***

The following is a DFT calculation (wB97M-V/def2-TZVPD) of a structure of composition C2H29O15V in a non-equilibrium geometry.

```
47
Properties=species:S:1:pos:R:3:mulliken_charge:R:1
O -1.68 0.71 -3.36 -0.52
V -2.74 1.67 -2.58 1.26
O -2.15 3.00 -3.25 -0.43
C 0.15 -0.97 -1.29 -1.15
C -0.24 -1.04 0.14 1.11
O -0.97 0.01 0.64 -1.03
H 0.82 -1.79 -1.53 0.52
H 0.61 0.01 -1.63 -0.21
H -0.75 -1.04 -1.98 0.28
H 0.67 -1.03 0.66 -0.24
H -0.70 -1.98 0.44 0.15
O 0.46 1.56 -4.14 -0.58
H -0.21 0.92 -4.13 0.44
H 1.11 1.11 -3.63 0.35
O 0.66 -2.40 3.42 -0.77
H -0.08 -2.78 2.90 0.35
H 0.53 -1.47 3.51 0.39
O 3.04 -1.67 2.03 -0.69
H 3.77 -2.21 2.44 0.27
H 2.17 -2.02 2.38 0.42
O -3.25 -0.80 1.47 -0.83
H -2.37 -0.49 1.18 0.36
H -3.47 -0.25 2.25 0.32
O 1.87 2.81 -0.96 -0.66
H 1.71 2.32 -0.20 0.36
H 1.39 3.62 -0.83 0.29
O -1.93 -3.08 2.46 -0.73
H -2.72 -2.76 2.98 0.34
H -2.07 -2.43 1.74 0.31
O -1.34 2.07 -0.91 -0.38
H -0.98 1.30 -0.45 0.62
H -0.77 2.73 -0.56 0.19
O -3.64 0.09 -1.53 -0.50
H -3.33 -0.35 -0.71 0.34
H -4.58 0.13 -1.45 0.36
O 0.87 1.78 1.20 -0.76
H 0.17 1.14 1.01 0.36
H 1.33 1.51 1.97 0.25
O -0.57 -0.10 3.23 -0.77
H -0.35 0.84 3.33 0.28
H -0.49 -0.28 2.30 0.34
O 3.05 1.18 -2.91 -0.68
H 3.93 1.21 -2.65 0.34
H 2.58 1.63 -2.20 0.25
O 3.87 -0.70 -0.35 -0.68
H 3.50 -1.15 0.47 0.44
H 3.13 -0.54 -0.90 0.31
```

As for the largest force on an atom: 8.9 eV/A. The frontier orbital gap comes out at 6.5 eV. The calculation puts the electronic energy at -2166.10217 a.u. As for the energy above the lowest of the compared OMol25 structures with the same formula, charge and spin: 39.7 kcal per mole. Its HOMO energy is -9.68 eV.

***

The following is a DFT calculation (wB97M-V/def2-TZVPD) of a structure of composition C2H2AuFO2 in a non-equilibrium geometry.

```
8
Properties=species:S:1:pos:R:3:mulliken_charge:R:1
H -1.90 -0.73 -0.83 0.37
O 0.12 -1.16 -0.70 -0.48
C -0.93 -0.51 -0.36 0.19
C -0.78 0.70 0.37 0.13
O 0.39 1.08 0.72 -0.49
H -1.66 1.26 0.71 0.38
F 3.21 -0.41 0.03 -0.33
Au 1.55 -0.23 0.06 1.23
```

As for the largest force on an atom: 10.1 eV/A. The frontier orbital gap (alpha / beta) comes out at 10.9 / 7.5 eV. Its charge is +1. The calculation puts the electronic energy at -462.84528 a.u. As for the spin multiplicity: 4. As for the energy above the lowest of the compared OMol25 structures with the same formula, charge and spin: 2.3 kcal per mole. Its HOMO energy (alpha / beta) is -14.87 / -17.35 eV.

***

The following is a DFT calculation (wB97M-V/def2-TZVPD) of a structure of composition C2H2B3NO5Pd in a non-equilibrium geometry.

```
14
Properties=species:S:1:pos:R:3:mulliken_charge:R:1
C 1.45 -2.52 -0.11 0.51
C 0.47 -1.62 -0.64 -0.67
B -0.70 -0.41 -0.70 0.71
O -2.12 -0.62 -0.35 -0.25
B -2.39 0.34 0.78 0.35
O -1.78 1.70 0.86 -0.32
B -0.44 1.72 0.22 0.50
O 0.77 2.34 0.82 -0.06
N 1.80 1.46 0.86 0.40
O 2.76 1.85 0.22 -0.17
O -0.33 0.99 -1.09 -0.31
H 2.13 -3.31 0.46 0.45
H -3.11 -0.06 1.62 0.04
Pd 1.49 -1.85 -2.97 0.83
```

As for the largest force on an atom: 7.6 eV/A. The frontier orbital gap comes out at 3.2 eV. Its charge is +2. The calculation puts the electronic energy at -709.86595 a.u. Its HOMO energy is -18.42 eV.

***

The following is a DFT calculation (wB97M-V/def2-TZVPD) of a structure of composition C2H2BiFO in a non-equilibrium geometry.

```
7
Properties=species:S:1:pos:R:3:mulliken_charge:R:1
O -1.34 -0.04 -0.70 -0.41
C -0.17 -0.34 -0.69 0.71
C 0.95 0.07 -0.03 -0.08
H 1.69 0.62 -0.64 0.31
F 1.58 -0.82 0.77 -0.10
Bi -2.58 1.33 0.27 1.47
H -0.77 1.52 0.92 0.11
```

As for the largest force on an atom: 4.1 eV/A. The frontier orbital gap comes out at 6.2 eV. Its charge is +2. The calculation puts the electronic energy at -466.16358 a.u. As for the energy above the lowest of the compared OMol25 structures with the same formula, charge and spin: 29.4 kcal per mole. Its HOMO energy is -20.01 eV.

***

The following is a DFT calculation (wB97M-V/def2-TZVPD) of a cluster of 2 separate species, C2H2Br2O in total in a non-equilibrium geometry.

```
7
Properties=species:S:1:pos:R:3:mulliken_charge:R:1
C -0.24 0.17 0.81 -0.05
C -0.24 -0.64 -0.37 -0.41
O -1.18 0.94 1.04 -0.45
Br 1.51 1.96 -1.38 -0.04
Br 0.82 -2.00 -0.75 0.04
H 0.35 0.00 1.67 0.42
H -1.01 -0.45 -1.02 0.49
```

As for the largest force on an atom: 2.2 eV/A. The frontier orbital gap (alpha / beta) comes out at 5.9 / 8.3 eV. The calculation puts the electronic energy at -5300.56029 a.u. As for the energy above the lowest of the compared OMol25 structures with the same formula, charge and spin: 52.7 kcal per mole. Its HOMO energy (alpha / beta) is -9.44 / -10.41 eV.

***

The following is a DFT calculation (wB97M-V/def2-TZVPD) of a structure of composition C2H2Br3P in a non-equilibrium geometry.

```
8
Properties=species:S:1:pos:R:3:mulliken_charge:R:1
C -0.02 0.74 0.79 -0.68
C 0.31 -0.27 -0.92 0.07
P 0.78 -0.90 0.76 0.10
Br 1.68 0.38 -1.97 -0.04
Br -1.28 -0.58 -1.79 -0.03
Br -0.92 -2.05 1.36 -0.15
H 0.46 1.74 0.90 0.30
H -1.02 0.95 0.87 0.42
```

As for the largest force on an atom: 4.4 eV/A. The frontier orbital gap comes out at 8.8 eV. The calculation puts the electronic energy at -8140.72844 a.u. As for the energy above the lowest of the compared OMol25 structures with the same formula, charge and spin: 52.9 kcal per mole. Its HOMO energy is -8.50 eV.

***

The following is a DFT calculation (wB97M-V/def2-TZVPD) of a structure of composition C2H2Br6 in a non-equilibrium geometry.

```
10
Properties=species:S:1:pos:R:3:mulliken_charge:R:1
C -2.08 -0.07 0.03 -0.15
Br -3.76 -1.10 -0.03 -0.04
Br -2.42 1.84 0.45 0.00
Br -1.19 -0.42 -1.72 0.00
H -1.47 -0.41 0.87 0.20
C 2.10 0.00 -0.08 -0.30
Br 4.07 -0.27 -0.15 -0.06
Br 1.74 1.91 0.35 0.02
Br 1.30 -1.18 1.33 -0.02
H 1.70 -0.30 -1.05 0.34
```

As for the largest force on an atom: 1.4 eV/A. The frontier orbital gap comes out at 9.9 eV. The calculation puts the electronic energy at -15521.45513 a.u. As for the energy above the lowest of the compared OMol25 structures with the same formula, charge and spin: 7.2 kcal per mole. Its HOMO energy is -10.40 eV.

***

The following is a DFT calculation (wB97M-V/def2-TZVPD) of a structure of composition C2H2Br6 in a non-equilibrium geometry.

```
10
Properties=species:S:1:pos:R:3:mulliken_charge:R:1
C 2.75 1.94 0.99 -0.30
Br 4.07 0.42 1.09 -0.05
Br 2.22 2.27 -0.82 0.02
Br 3.60 3.36 2.13 -0.03
H 1.87 1.55 1.48 0.34
C -2.98 -2.08 -0.92 -0.31
Br -1.20 -2.13 -0.13 0.00
Br -3.09 -2.40 -2.86 -0.01
Br -3.53 -0.27 -0.61 -0.02
H -3.71 -2.66 -0.35 0.35
```

As for the largest force on an atom: 1.7 eV/A. The frontier orbital gap comes out at 9.8 eV. The calculation puts the electronic energy at -15521.44378 a.u. As for the energy above the lowest of the compared OMol25 structures with the same formula, charge and spin: 14.3 kcal per mole. Its HOMO energy is -10.24 eV.

***

The following is a DFT calculation (wB97M-V/def2-TZVPD) of an isolated molecule of C2H2BrCl2NO in a non-equilibrium geometry.

```
9
Properties=species:S:1:pos:R:3:mulliken_charge:R:1
N -1.36 -0.38 0.14 -0.30
C -0.39 0.60 0.23 0.44
O -0.44 1.77 0.37 -0.45
C 1.07 0.02 -0.23 0.30
Cl 1.20 0.65 -1.88 -0.09
Cl 2.26 0.89 0.89 -0.12
Br 1.17 -1.99 -0.01 -0.12
H -1.17 -1.32 0.32 0.11
H -2.34 -0.23 0.17 0.23
```

As for the largest force on an atom: 2.9 eV/A. The frontier orbital gap comes out at 10.2 eV. The calculation puts the electronic energy at -3701.79267 a.u. The SMILES is NC(=O)C(Cl)(Cl)Br. As for the energy above the lowest of the compared OMol25 structures with the same formula, charge and spin: 0.0 kcal per mole. Its HOMO energy is -10.45 eV.

***

The following is a DFT calculation (wB97M-V/def2-TZVPD) of a cluster of 2 separate species, C2H2BrClO2 in total in a non-equilibrium geometry.

```
8
Properties=species:S:1:pos:R:3:mulliken_charge:R:1
C -1.97 -2.55 0.31 0.70
C -0.52 0.85 1.49 -0.53
O -1.29 -2.28 1.20 -0.38
O -2.56 -2.67 -0.66 -0.30
Cl -3.91 0.44 -0.53 -0.38
Br -1.61 1.01 0.03 0.22
H 0.29 0.16 1.50 0.33
H -1.03 1.16 2.33 0.33
```

As for the largest force on an atom: 2.4 eV/A. The frontier orbital gap (alpha / beta) comes out at 8.4 / 7.2 eV. The calculation puts the electronic energy at -3262.00320 a.u. As for the energy above the lowest of the compared OMol25 structures with the same formula, charge and spin: 24.2 kcal per mole. Its HOMO energy (alpha / beta) is -9.71 / -9.47 eV.

***

The following is a DFT calculation (wB97M-V/def2-TZVPD) of a structure of composition C2H2BrClO2S in a non-equilibrium geometry.

```
9
Properties=species:S:1:pos:R:3:mulliken_charge:R:1
C 0.11 -0.05 -0.32 -0.46
C 1.14 1.49 0.99 -0.11
O 3.68 1.82 0.47 -0.49
O 3.19 1.45 2.82 -0.50
S 2.85 1.17 1.43 1.02
Cl 3.00 -0.81 1.13 -0.18
Br 1.06 3.20 0.56 0.04
H -0.51 0.72 -0.93 0.32
H -0.19 -0.90 0.34 0.36
```

As for the largest force on an atom: 4.6 eV/A. The frontier orbital gap (alpha / beta) comes out at 7.7 / 8.5 eV. The calculation puts the electronic energy at -3660.00025 a.u. As for the energy above the lowest of the compared OMol25 structures with the same formula, charge and spin: 133.3 kcal per mole. Its HOMO energy (alpha / beta) is -9.30 / -10.37 eV.

***

What is the electronic energy in the eighth record? -15521.45513 a.u.

***

Which value of electronic energy does entry 10 give? -3701.79267 a.u.

***

Which formula does entry 2 have? C2H29O15V